# 1
DFT (ωB97M-V with the def2-TZVPD basis set) results for a structure of composition C19H28ClMoN5O7 at a distorted geometry.

- energy above the lowest of the compared OMol25 structures with the same formula, charge and spin (eV) = 0.8965
- HOMO energy (alpha / beta) (eV) = -13.6 / -13.6
- LUMO energy (alpha / beta) (eV) = -7.02 / -6.77
- electronic energy (Ha) = -2068.887538
- spin multiplicity = 3
- ⟨S²⟩ = 2.02
- orbital gap (alpha / beta) (eV) = 6.55 / 6.82
- net charge = +2

Each line ends with the Löwdin spin population.
Geometry (Å):
Mo -1.40594 0.28718 -1.77309  1.76
N 1.93778 0.78732 -1.07103  0.00
C 2.24386 -0.56142 -0.60623  0.00
C 3.32465 -1.20661 -1.50068  0.00
C 3.74711 -2.64899 -1.19703  0.00
C 4.34012 -2.87974 0.19630  0.00
N 3.28650 -3.15639 1.15895  0.00
C 3.44755 -3.52823 2.41231  0.00
N 4.64706 -3.60251 2.98969  0.00
N 2.35331 -3.79939 3.13840  0.00
C 0.93196 -1.38544 -0.59024  0.02
O 0.84217 -2.46159 -0.00436  0.03
O -0.05856 -0.84283 -1.20694  0.07
H 2.48170 1.02264 -1.89431  0.00
H 2.13642 1.48631 -0.36679  0.00
H 2.59481 -0.54262 0.43240  0.00
H 4.20802 -0.56413 -1.44013  0.00
H 2.96322 -1.17162 -2.53178  0.00
H 4.51133 -2.91418 -1.92822  0.00
H 2.90823 -3.32938 -1.35052  0.00
H 4.91762 -2.00361 0.51013  0.00
H 5.01145 -3.74170 0.15796  0.00
H 2.32835 -3.05101 0.79289  0.00
H 5.48926 -3.38477 2.48542  0.00
H 4.73588 -3.89414 3.94815  0.00
H 1.46627 -3.87955 2.66935  0.00
H 2.42805 -4.19154 4.06083  0.00
O -4.89146 2.53314 -1.76551  0.00
Cl -4.26014 1.33103 -1.50714  0.01
O -5.08931 0.19728 -1.59066  0.00
O -3.58349 1.32311 -0.24806  0.03
O -3.15852 1.14229 -2.50732  0.03
C -4.56945 -2.42912 1.39435  0.00
N -3.57913 -1.65181 0.67517  0.00
C -2.65364 -0.90563 1.50249  0.01
C -3.50823 -1.67485 -0.62482  0.01
O -2.62552 -1.07365 -1.30407  0.02
H -4.89373 -1.87693 2.27412  0.00
H -4.12934 -3.37698 1.71441  0.00
H -5.43585 -2.63743 0.77346  0.00
H -3.17007 -0.06318 1.96629  0.00
H -1.83309 -0.51198 0.89659  0.01
H -2.26155 -1.56723 2.27526  0.00
H -4.23460 -2.28922 -1.16131  0.00
C -1.02572 5.51193 1.29556  0.00
C -1.13995 4.23503 1.86877  0.00
C -1.06901 3.11481 1.08349  0.00
C -0.88515 3.23298 -0.30584  0.00
C -0.82110 2.12176 -1.16247  -0.03
C -0.61443 2.28340 -2.51624  0.01
C -0.48930 3.53834 -3.11726  0.01
C -0.59360 4.63641 -2.29942  -0.01
C -0.76521 4.52476 -0.89731  0.00
C -0.84114 5.65405 -0.05584  0.00
H -1.07729 6.38350 1.93307  0.00
H -1.27999 4.13917 2.93661  0.00
H -1.15323 2.12170 1.50211  0.00
H -0.54221 1.28033 -3.10409  0.03
H -0.34298 3.65408 -4.18010  0.00
H -0.55210 5.62154 -2.73807  0.00
H -0.74868 6.63532 -0.49768  0.00


# 2
DFT (ωB97M-V with the def2-TZVPD basis set) results for a structure of composition C19H28ClO2P2Yb at a distorted geometry.

- HOMO energy (alpha / beta) (eV) = -13.9 / -13.9
- LUMO energy (alpha / beta) (eV) = -7.21 / -8.22
- electronic energy (Ha) = -3192.229016
- spin multiplicity = 2
- ⟨S²⟩ = 0.76
- orbital gap (alpha / beta) (eV) = 6.68 / 5.63
- net charge = +2

Each line ends with the Löwdin spin population.
Geometry (Å):
C -1.32733 -4.78366 -0.57547  0.00
C -0.97308 -3.41129 -0.12221  0.00
H -2.35076 -4.99003 -0.25107  0.00
H -0.60624 -5.48979 -0.11256  0.00
H -1.19895 -4.89504 -1.65115  0.00
O -1.58436 -2.71459 0.66414  0.00
Cl 0.53252 -2.80204 -0.83732  0.00
Yb 1.38466 0.96636 -0.64884  0.73
P 0.95904 -0.46300 2.01824  0.00
C 0.03807 0.02912 3.51378  0.00
C 1.38263 -2.15524 2.57864  0.00
H 1.90039 -2.11808 3.55317  0.00
H 2.86584 0.19439 3.33246  0.00
H 2.00382 -2.66750 1.83417  0.00
H 3.34985 -0.12136 1.65509  0.00
H -0.92204 -0.49921 3.51032  0.00
H 0.43876 -2.70565 2.68742  0.00
C 2.57515 0.34758 2.28490  0.00
H 0.55220 -0.22296 4.45086  0.00
H 2.54301 1.42969 2.07613  0.00
H -0.18239 1.10039 3.50858  0.00
P -1.02807 0.59384 -2.15149  0.01
C -2.54523 1.57659 -2.24074  0.00
C 0.17140 1.65459 -3.06389  0.00
H -0.57529 -1.39221 -3.47270  0.00
H -1.66433 -0.24134 -4.33406  0.00
H -2.28916 -1.24945 -2.98543  0.00
C -1.41761 -0.69599 -3.36245  0.00
H 1.09649 1.12595 -3.37384  0.00
H -0.34956 1.95649 -3.98184  0.00
H -2.85258 1.73054 -3.28318  0.00
H -2.41138 2.54882 -1.75159  0.00
H 0.41478 2.57904 -2.50295  0.00
H -3.34880 1.04113 -1.72050  0.00
C -0.88131 0.63915 0.43825  0.00
O -1.87876 0.80200 1.02926  0.00
C 0.73165 6.64259 1.39700  0.00
C -0.02281 5.46761 1.70006  0.00
C 0.40027 4.23442 1.21457  0.01
C 1.59162 4.16156 0.42272  0.03
C 2.13839 2.97931 -0.04771  0.17
C 3.22829 2.81389 -0.85327  0.02
C 3.95802 4.00913 -1.18748  0.01
C 3.51550 5.22370 -0.70156  -0.01
C 2.34999 5.36211 0.10752  0.01
C 1.87624 6.59366 0.60871  0.00
H 0.38112 7.59219 1.79061  0.00
H -0.91860 5.51250 2.32525  0.00
H -0.15241 3.28726 1.40969  0.00
H 3.56280 1.82445 -1.20134  0.00
H 4.86424 3.90626 -1.79822  0.00
H 4.06988 6.13804 -0.92993  0.00
H 2.44645 7.48791 0.36350  0.00


# 3
DFT (ωB97M-V with the def2-TZVPD basis set) results for a structure of composition C19H28CoNO5 at a distorted geometry.

- energy above the lowest of the compared OMol25 structures with the same formula, charge and spin (eV) = 0.0000
- HOMO energy (alpha / beta) (eV) = -7.1 / -7.7
- LUMO energy (alpha / beta) (eV) = -0.61 / -2.81
- electronic energy (Ha) = -2554.141355
- spin multiplicity = 5
- ⟨S²⟩ = 6.19
- orbital gap (alpha / beta) (eV) = 6.49 / 4.93
- net charge = 0

Each line ends with the Löwdin spin population.
Geometry (Å):
O -3.31162 -0.45268 -1.68389  0.00
C -2.21545 -0.94496 -0.85759  0.00
C -1.63737 0.43706 -0.56866  0.01
H -1.53532 -1.55530 -1.45037  0.00
H -2.57360 -1.49130 0.01380  0.00
C -2.81847 0.90100 -1.44661  0.00
H -0.62211 0.54907 -0.97602  0.00
H -1.68751 0.81284 0.45550  0.00
C -2.38066 1.59383 -2.72123  0.00
H -2.01539 0.85436 -3.44261  0.00
H -1.57216 2.31411 -2.51732  0.00
H -3.23397 2.13457 -3.15695  0.00
C -3.81637 1.74502 -0.67166  0.00
H -4.16943 1.18785 0.20265  0.00
H -4.68227 1.99477 -1.29790  0.00
H -3.35689 2.68926 -0.33433  0.00
Co 1.51951 0.13986 0.74058  2.39
C 1.61907 1.90272 1.84302  0.07
C 2.67977 1.00666 2.14475  0.03
C 3.38225 0.71931 0.92937  0.04
H 2.99978 0.69572 3.13476  0.00
C 2.76065 1.49378 -0.10838  0.04
C 1.60984 2.15742 0.44096  0.03
H 0.92252 2.81554 -0.07750  0.00
H 1.00739 2.43678 2.57287  0.00
H 4.27142 0.10334 0.84734  0.01
H 3.15378 1.63369 -1.11083  0.01
C 0.20918 -1.56847 2.26439  0.00
C 0.24837 -0.11389 2.76526  -0.15
C -1.06781 0.35616 2.78714  0.19
H 0.84770 0.07641 3.66499  0.00
C -1.98154 -0.72888 2.59563  -0.02
C -1.27666 -1.88743 2.31574  0.18
H -1.65854 -2.88968 2.14707  0.01
H 0.72525 -2.19712 3.02608  0.00
H -1.33483 1.39748 2.98044  0.01
H -3.05657 -0.66171 2.67239  -0.01
O 1.47325 -0.54587 -1.57171  0.04
C 1.38002 0.16267 -2.85122  0.00
C 1.46781 -0.84859 -4.00161  0.00
H 2.20494 0.89652 -2.93889  0.00
H 0.42162 0.70652 -2.89353  0.00
C 2.08867 -2.10578 -3.37201  0.00
H 2.06351 -0.47462 -4.84395  0.00
H 0.45733 -1.05087 -4.39005  0.00
C 2.03889 -1.85801 -1.85823  0.00
H 3.11711 -2.25134 -3.72481  0.00
H 1.52252 -3.00639 -3.62644  0.00
H 3.04910 -1.89342 -1.42031  0.00
H 1.40333 -2.60402 -1.35824  0.00
O -0.09309 -0.13513 6.04865  0.32
N 0.30972 -1.29230 6.29916  0.39
O 0.41486 -1.77448 7.41979  0.29
O 0.72851 -1.58213 0.96055  0.09


# 4
DFT (ωB97M-V with the def2-TZVPD basis set) results for a structure of composition C19H28F2O3Sn at a distorted geometry.

- HOMO energy (eV) = -13.1
- LUMO energy (eV) = -11.55
- electronic energy (Ha) = -1379.585714
- orbital gap (eV) = 1.58
- net charge = +2

Each line ends with the Mulliken charge.
Geometry (Å):
C 5.31100 -0.21752 2.19095  -0.83
C 5.84386 -0.73167 0.74760  -0.27
O 4.91967 -1.69757 0.19893  -0.36
C 4.48873 -1.36379 -1.13722  -0.64
C 2.93891 -0.89822 -1.10709  -0.07
C 2.72352 0.62100 -1.56315  -0.72
C 2.88326 1.69492 -0.38888  -0.58
C 1.76874 1.61000 0.75615  -0.56
C 0.26637 1.62410 0.22052  0.24
C -0.41943 2.75169 -0.28711  -0.61
C -1.94586 2.59602 -0.75920  -0.04
O -2.47847 3.32897 -1.60311  -0.50
C -2.79068 1.44371 -0.02863  0.38
C -4.36118 1.60195 0.12009  -0.09
F -4.77853 1.94044 1.48453  -0.39
C -5.22633 0.40742 -0.51185  -0.32
C -4.81634 0.08826 -2.04481  -1.19
C -2.12454 0.32044 0.48414  1.14
C -2.77910 -0.91421 1.21976  -0.49
F -3.88654 -0.56749 2.13977  -0.36
C -3.15668 -2.11775 0.19557  -0.25
C -2.06312 -3.31402 0.25089  -1.10
C -0.53211 0.25841 0.26390  0.02
O -0.02213 -0.87155 0.10359  -0.57
H 4.17654 -0.23344 2.27713  0.12
H 5.72825 -0.84266 3.04228  0.34
H 5.64630 0.87548 2.27189  0.29
H 6.84088 -1.28392 0.91183  0.34
H 5.98880 0.20122 0.11622  0.25
H 5.14620 -0.61211 -1.67992  0.32
H 4.54569 -2.33555 -1.74865  0.28
H 2.38669 -1.56138 -1.85769  0.40
H 2.55081 -1.09412 -0.04665  0.04
H 3.47017 0.88828 -2.38918  0.44
H 1.65705 0.70972 -1.95635  0.25
H 2.81025 2.75252 -0.83891  0.42
H 3.90681 1.57003 0.11012  0.23
H 1.88727 0.67821 1.41480  0.15
H 1.86439 2.52244 1.45134  0.45
H 0.10997 3.75449 -0.31594  0.47
H -4.64507 2.53071 -0.49749  0.48
H -5.29435 -0.51724 0.14322  0.16
H -6.29957 0.82002 -0.57643  0.43
H -3.70186 0.17852 -2.24491  0.30
H -5.16935 -0.96815 -2.26564  0.36
H -5.37275 0.78468 -2.76957  0.35
H -1.94567 -1.36708 1.88148  0.38
H -3.21707 -1.73939 -0.87046  0.02
H -4.13791 -2.59311 0.56616  0.42
H -1.64029 -3.55071 -0.78864  0.31
H -2.52400 -4.28068 0.66768  0.31
H -1.17032 -3.08045 0.91352  0.30
Sn -3.36088 0.20017 4.13344  1.59


Copy entry 3 word for word.
DFT (ωB97M-V with the def2-TZVPD basis set) results for a structure of composition C19H28CoNO5 at a distorted geometry.

- energy above the lowest of the compared OMol25 structures with the same formula, charge and spin (eV) = 0.0000
- HOMO energy (alpha / beta) (eV) = -7.1 / -7.7
- LUMO energy (alpha / beta) (eV) = -0.61 / -2.81
- electronic energy (Ha) = -2554.141355
- spin multiplicity = 5
- ⟨S²⟩ = 6.19
- orbital gap (alpha / beta) (eV) = 6.49 / 4.93
- net charge = 0

Each line ends with the Löwdin spin population.
Geometry (Å):
O -3.31162 -0.45268 -1.68389  0.00
C -2.21545 -0.94496 -0.85759  0.00
C -1.63737 0.43706 -0.56866  0.01
H -1.53532 -1.55530 -1.45037  0.00
H -2.57360 -1.49130 0.01380  0.00
C -2.81847 0.90100 -1.44661  0.00
H -0.62211 0.54907 -0.97602  0.00
H -1.68751 0.81284 0.45550  0.00
C -2.38066 1.59383 -2.72123  0.00
H -2.01539 0.85436 -3.44261  0.00
H -1.57216 2.31411 -2.51732  0.00
H -3.23397 2.13457 -3.15695  0.00
C -3.81637 1.74502 -0.67166  0.00
H -4.16943 1.18785 0.20265  0.00
H -4.68227 1.99477 -1.29790  0.00
H -3.35689 2.68926 -0.33433  0.00
Co 1.51951 0.13986 0.74058  2.39
C 1.61907 1.90272 1.84302  0.07
C 2.67977 1.00666 2.14475  0.03
C 3.38225 0.71931 0.92937  0.04
H 2.99978 0.69572 3.13476  0.00
C 2.76065 1.49378 -0.10838  0.04
C 1.60984 2.15742 0.44096  0.03
H 0.92252 2.81554 -0.07750  0.00
H 1.00739 2.43678 2.57287  0.00
H 4.27142 0.10334 0.84734  0.01
H 3.15378 1.63369 -1.11083  0.01
C 0.20918 -1.56847 2.26439  0.00
C 0.24837 -0.11389 2.76526  -0.15
C -1.06781 0.35616 2.78714  0.19
H 0.84770 0.07641 3.66499  0.00
C -1.98154 -0.72888 2.59563  -0.02
C -1.27666 -1.88743 2.31574  0.18
H -1.65854 -2.88968 2.14707  0.01
H 0.72525 -2.19712 3.02608  0.00
H -1.33483 1.39748 2.98044  0.01
H -3.05657 -0.66171 2.67239  -0.01
O 1.47325 -0.54587 -1.57171  0.04
C 1.38002 0.16267 -2.85122  0.00
C 1.46781 -0.84859 -4.00161  0.00
H 2.20494 0.89652 -2.93889  0.00
H 0.42162 0.70652 -2.89353  0.00
C 2.08867 -2.10578 -3.37201  0.00
H 2.06351 -0.47462 -4.84395  0.00
H 0.45733 -1.05087 -4.39005  0.00
C 2.03889 -1.85801 -1.85823  0.00
H 3.11711 -2.25134 -3.72481  0.00
H 1.52252 -3.00639 -3.62644  0.00
H 3.04910 -1.89342 -1.42031  0.00
H 1.40333 -2.60402 -1.35824  0.00
O -0.09309 -0.13513 6.04865  0.32
N 0.30972 -1.29230 6.29916  0.39
O 0.41486 -1.77448 7.41979  0.29
O 0.72851 -1.58213 0.96055  0.09


> The lowest electronic energy belongs to which entry?

C19H28ClO2P2Yb